[1]
{
  "formula": "CH4O3",
  "method": "the ωB97M-V functional and the def2-TZVPD basis",
  "charge": 0,
  "homo_lumo_gap_ev": 11.50,
  "smiles": "O=CO.O",
  "relative_energy_kj_mol": 40.1,
  "homo_ha": -0.402,
  "symbols": ["O", "C", "O", "H", "H", "O", "H", "H"],
  "coordinates": [[-1.906, -0.504, 1.716], [-1.355, -1.263, 0.964], [-0.397, -1.021, 0.061], [-1.575, -2.357, 0.817], [-0.052, -0.119, 0.163], [1.976, 1.546, -1.005], [1.755, 1.386, -1.901], [1.554, 2.332, -0.815]]
}

---

[2]
{
  "formula": "C3H9N3O2",
  "method": "the ωB97M-V functional and the def2-TZVPD basis",
  "charge": 0,
  "homo_lumo_gap_ev": 10.16,
  "relative_energy_kj_mol": 350.1,
  "homo_ha": -0.338,
  "symbols": ["C", "C", "O", "O", "H", "H", "H", "H", "N", "N", "C", "N", "H", "H", "H", "H", "H"],
  "coordinates": [[-2.012, 0.230, -0.080], [-0.633, 0.161, 0.551], [-0.735, -0.579, 1.765], [0.058, 1.313, 0.686], [-0.160, -0.113, 2.385], [-2.654, 0.835, 0.558], [-2.436, -0.771, -0.170], [-1.941, 0.685, -1.066], [0.841, -1.856, -0.047], [1.624, 1.203, -1.355], [1.373, 0.424, -0.282], [0.377, -0.561, -0.367], [0.434, -2.507, -0.711], [0.518, -2.096, 0.891], [0.800, 1.488, -1.869], [2.289, 1.950, -1.211], [2.256, 0.195, 0.320]]
}

---

[3]
{
  "formula": "C22H21N3O2",
  "method": "the ωB97M-V functional and the def2-TZVPD basis",
  "charge": 0,
  "homo_lumo_gap_ev": 8.55,
  "smiles": "C=CCN(C(=O)Cn1ncc2c1-c1cc(C)ccc1OC2)c1ccccc1",
  "relative_energy_kj_mol": 197.0,
  "homo_ha": -0.287,
  "symbols": ["C", "C", "C", "N", "C", "O", "C", "N", "N", "C", "C", "C", "C", "C", "C", "C", "C", "C", "C", "O", "C", "C", "C", "C", "C", "C", "C", "H", "H", "H", "H", "H", "H", "H", "H", "H", "H", "H", "H", "H", "H", "H", "H", "H", "H", "H", "H", "H"],
  "coordinates": [[-2.927, -2.906, -1.025], [-1.800, -2.229, -1.124], [-0.453, -2.809, -0.811], [0.318, -1.955, 0.094], [-0.078, -1.936, 1.386], [-0.973, -2.652, 1.793], [0.589, -0.961, 2.366], [1.214, 0.207, 1.823], [2.517, 0.378, 2.057], [2.880, 1.482, 1.429], [1.788, 2.043, 0.767], [0.719, 1.200, 1.045], [-0.607, 1.499, 0.557], [-1.747, 0.725, 0.752], [-2.985, 1.114, 0.264], [-4.200, 0.271, 0.506], [-3.077, 2.312, -0.434], [-1.963, 3.102, -0.635], [-0.720, 2.714, -0.147], [0.297, 3.593, -0.357], [1.650, 3.219, -0.130], [1.469, -1.332, -0.447], [2.733, -1.644, 0.040], [3.854, -1.076, -0.539], [3.724, -0.208, -1.608], [2.466, 0.092, -2.104], [1.340, -0.468, -1.530], [-3.878, -2.466, -1.270], [-2.942, -3.930, -0.692], [-1.802, -1.194, -1.441], [-0.579, -3.787, -0.338], [0.131, -2.924, -1.728], [1.374, -1.500, 2.907], [-0.185, -0.686, 3.092], [3.893, 1.827, 1.474], [-1.681, -0.202, 1.297], [-4.799, 0.191, -0.398], [-3.918, -0.726, 0.835], [-4.822, 0.725, 1.278], [-4.033, 2.632, -0.823], [-2.032, 4.038, -1.167], [2.145, 4.104, 0.286], [2.116, 2.999, -1.107], [2.834, -2.327, 0.869], [4.832, -1.318, -0.151], [4.601, 0.232, -2.058], [2.358, 0.766, -2.941], [0.359, -0.229, -1.910]]
}

---

[4]
{
  "formula": "C5H18NO2",
  "method": "the ωB97M-V functional and the def2-TZVPD basis",
  "charge": 1,
  "homo_lumo_gap_ev": 11.39,
  "relative_energy_kj_mol": 95.7,
  "homo_ha": -0.529,
  "symbols": ["C", "C", "C", "C", "C", "N", "H", "H", "H", "H", "H", "H", "H", "H", "H", "H", "H", "H", "H", "H", "H", "H", "O", "H", "H", "O"],
  "coordinates": [[0.013, 0.240, 0.875], [0.003, 1.725, 0.432], [-0.660, 2.078, -0.877], [-0.034, 1.541, -2.181], [-2.201, 1.806, -0.819], [1.396, -0.254, 1.170], [-0.304, -0.361, 0.019], [-0.714, 0.066, 1.649], [0.981, 2.198, 0.570], [-0.627, 2.170, 1.207], [-0.564, 3.151, -1.039], [0.532, 2.314, -2.689], [-0.716, 0.926, -2.759], [0.783, 0.822, -1.992], [-2.501, 1.121, -1.606], [-2.427, 1.357, 0.146], [-2.777, 2.724, -0.854], [1.494, -1.001, 1.866], [1.818, -0.563, 0.296], [1.967, 0.518, 1.485], [1.081, -3.346, 1.195], [1.787, -3.523, 2.577], [1.584, -2.885, 1.887], [-0.707, -4.525, -0.247], [0.794, -4.419, -0.142], [-0.002, -3.880, -0.168]]
}

---

[5]
{
  "formula": "C3H4NaO3",
  "method": "the ωB97M-V functional and the def2-TZVPD basis",
  "charge": 0,
  "homo_lumo_gap_ev": [7.97, 7.46],
  "spin_multiplicity": 2,
  "relative_energy_kj_mol": 35.9,
  "homo_ha": [-0.332, -0.325],
  "symbols": ["C", "C", "H", "H", "H", "H", "O", "C", "O", "O", "Na"],
  "coordinates": [[0.448, 1.282, -0.545], [0.999, 2.276, 0.206], [1.093, 0.697, -1.209], [-0.562, 1.416, -0.946], [2.057, 2.259, 0.477], [0.374, 2.993, 0.743], [-0.157, -0.627, 0.810], [-0.683, -1.748, 0.405], [-0.877, -2.639, 1.268], [-0.924, -1.876, -0.821], [-1.768, -4.032, -0.388]]
}

---

[6]
{
  "formula": "C3H6O2",
  "method": "the ωB97M-V functional and the def2-TZVPD basis",
  "charge": 0,
  "homo_lumo_gap_ev": 9.83,
  "relative_energy_kj_mol": 383.3,
  "homo_ha": -0.331,
  "symbols": ["O", "C", "C", "O", "C", "H", "H", "H", "H", "H", "H"],
  "coordinates": [[-0.527, 1.674, 0.465], [-0.194, 0.335, 0.582], [-0.737, -0.742, -0.312], [0.463, -1.525, -0.257], [1.211, -0.342, -0.069], [-0.417, 1.914, -0.462], [-0.327, 0.105, 1.663], [-1.613, -1.296, -0.003], [-0.856, -0.296, -1.313], [1.472, 0.028, 0.884], [1.436, 0.154, -1.013]]
}

---

[7]
{
  "formula": "C36H29Br2ClN2O6P2Ti",
  "method": "the ωB97M-V functional and the def2-TZVPD basis",
  "charge": 0,
  "homo_lumo_gap_ev": [5.23, 8.68],
  "spin_multiplicity": 3,
  "relative_energy_kj_mol": 151.0,
  "homo_ha": [-0.184, -0.312],
  "symbols": ["Ti", "N", "P", "C", "C", "C", "C", "C", "C", "C", "C", "C", "C", "C", "C", "P", "C", "C", "C", "C", "C", "C", "C", "C", "C", "C", "C", "C", "H", "H", "H", "H", "H", "H", "H", "H", "H", "H", "H", "H", "H", "H", "H", "H", "H", "H", "H", "H", "H", "O", "Cl", "O", "O", "O", "Br", "C", "C", "C", "C", "C", "C", "C", "O", "O", "H", "H", "H", "H", "Br", "C", "C", "C", "N", "C", "C", "H", "H", "H", "H"],
  "coordinates": [[-0.216, 0.385, -0.380], [2.522, -1.507, 0.049], [1.964, -1.064, 1.548], [3.160, 0.058, 2.297], [4.381, -0.468, 2.724], [5.331, 0.361, 3.295], [5.064, 1.716, 3.448], [3.856, 2.241, 3.016], [2.901, 1.417, 2.436], [1.962, -2.516, 2.605], [1.835, -2.310, 3.980], [1.779, -3.395, 4.837], [1.846, -4.686, 4.327], [1.960, -4.893, 2.960], [2.018, -3.809, 2.097], [1.876, -0.698, -1.367], [3.240, 0.356, -1.929], [2.954, 1.720, -2.019], [3.925, 2.611, -2.452], [5.187, 2.146, -2.790], [5.480, 0.790, -2.697], [4.512, -0.103, -2.273], [1.940, -2.155, -2.457], [2.299, -2.021, -3.799], [2.178, -3.094, -4.669], [1.679, -4.306, -4.213], [1.316, -4.445, -2.880], [1.439, -3.376, -2.008], [3.447, -1.914, -0.028], [4.579, -1.529, 2.614], [6.274, -0.052, 3.628], [5.802, 2.361, 3.907], [3.648, 3.296, 3.136], [1.964, 1.821, 2.081], [1.777, -1.299, 4.366], [1.685, -3.239, 5.904], [1.809, -5.534, 4.999], [2.004, -5.902, 2.570], [2.106, -3.964, 1.028], [1.964, 2.075, -1.756], [3.694, 3.666, -2.532], [5.945, 2.839, -3.133], [6.468, 0.434, -2.962], [4.741, -1.162, -2.216], [2.665, -1.068, -4.161], [2.467, -2.984, -5.706], [1.563, -5.140, -4.893], [0.924, -5.389, -2.524], [1.124, -3.477, -0.977], [-1.612, 0.813, 1.025], [-1.077, 2.216, 1.228], [-1.824, 3.095, 0.364], [0.338, 2.102, 0.726], [0.576, -0.520, 1.369], [-1.982, 1.147, -5.382], [-3.135, 0.818, -3.912], [-4.259, 0.044, -4.151], [-5.093, -0.290, -3.096], [-4.797, 0.158, -1.818], [-3.669, 0.930, -1.590], [-2.811, 1.264, -2.631], [-1.566, 2.106, -2.412], [-1.496, 3.194, -2.923], [-0.598, 1.546, -1.703], [-4.466, -0.311, -5.151], [-5.967, -0.902, -3.278], [-5.449, -0.100, -0.992], [-3.460, 1.289, -0.594], [-2.719, -4.814, -3.643], [-2.053, -3.319, -2.710], [-2.190, -3.233, -1.320], [-1.680, -2.142, -0.670], [-0.995, -1.141, -1.302], [-0.888, -1.249, -2.670], [-1.403, -2.298, -3.390], [-2.700, -4.010, -0.767], [-1.793, -2.024, 0.401], [-0.348, -0.456, -3.166], [-1.289, -2.321, -4.465]]
}

---

[8]
{
  "formula": "C15H32MnNOPSSi",
  "method": "the ωB97M-V functional and the def2-TZVPD basis",
  "charge": 0,
  "homo_lumo_gap_ev": [6.16, 7.18],
  "spin_multiplicity": 4,
  "relative_energy_kj_mol": 0.0,
  "homo_ha": [-0.225, -0.246],
  "symbols": ["Mn", "Si", "P", "N", "H", "C", "H", "H", "H", "C", "H", "H", "H", "C", "H", "H", "H", "C", "H", "H", "H", "H", "H", "C", "C", "C", "C", "C", "C", "H", "H", "H", "H", "H", "C", "O", "C", "H", "H", "H", "C", "H", "H", "H", "C", "S", "C", "H", "H", "H", "H", "H", "H"],
  "coordinates": [[-0.010, 0.140, 0.400], [2.148, 0.264, -0.495], [-0.369, 0.497, -1.963], [-0.255, -1.590, 0.365], [-0.430, 2.709, 2.070], [-2.171, 0.753, -2.114], [-2.440, 1.022, -3.148], [-2.491, 1.544, -1.423], [-2.690, -0.172, -1.826], [0.231, 2.008, -2.804], [-0.227, 2.065, -3.800], [1.318, 1.998, -2.916], [-0.042, 2.902, -2.231], [-0.101, -0.832, -3.187], [-0.329, -0.471, -4.198], [-0.749, -1.682, -2.956], [0.929, -1.187, -3.161], [2.949, 1.971, -0.203], [2.702, 2.340, 0.805], [2.612, 2.691, -0.969], [4.042, 1.842, -0.285], [2.875, -0.710, 0.387], [2.551, -0.117, -1.867], [-0.182, -2.847, 0.022], [-1.300, -5.023, -0.106], [-1.346, -3.680, 0.187], [0.997, -3.456, -0.549], [1.014, -4.805, -0.833], [-0.113, -5.591, -0.586], [-2.187, -5.633, 0.045], [-2.252, -3.204, 0.570], [1.880, -2.832, -0.721], [1.917, -5.253, -1.244], [-0.083, -6.658, -0.780], [-1.114, 2.842, 1.211], [-1.215, 1.567, 0.640], [-2.485, 3.208, 1.761], [-2.563, 4.272, 1.996], [-2.630, 2.642, 2.689], [-3.305, 2.961, 1.074], [-0.445, 3.865, 0.324], [-1.022, 4.035, -0.592], [0.580, 3.585, 0.051], [-0.400, 4.807, 0.882], [2.086, -0.398, 3.309], [0.777, 0.632, 2.590], [-0.712, -0.209, 3.197], [2.943, -0.472, 2.630], [1.701, -1.396, 3.549], [2.397, 0.116, 4.231], [-0.416, -1.151, 3.675], [-1.162, 0.485, 3.924], [-1.414, -0.398, 2.372]]
}

---

[9]
{
  "formula": "C3H5NO",
  "method": "the ωB97M-V functional and the def2-TZVPD basis",
  "charge": 0,
  "homo_lumo_gap_ev": [8.21, 8.21],
  "relative_energy_kj_mol": 495.8,
  "homo_ha": [-0.305, -0.305],
  "symbols": ["C", "C", "C", "N", "O", "H", "H", "H", "H", "H"],
  "coordinates": [[-0.205, 0.105, -0.277], [1.821, -0.891, -1.955], [-1.298, 0.682, 1.643], [0.725, -0.474, -1.041], [-0.256, -0.090, 1.049], [1.416, -1.514, -2.718], [2.605, -0.214, -1.995], [-1.228, 0.498, 2.656], [-2.332, 0.120, 1.441], [-1.248, 1.778, 1.197]]
}

---

[10]
{
  "formula": "C27H29F5N5RuS3",
  "method": "the ωB97M-V functional and the def2-TZVPD basis",
  "charge": 3,
  "homo_lumo_gap_ev": [7.29, 5.80],
  "spin_multiplicity": 5,
  "homo_ha": [-0.612, -0.625],
  "symbols": ["Ru", "F", "C", "C", "F", "C", "F", "C", "S", "C", "F", "C", "F", "N", "C", "C", "C", "C", "C", "C", "S", "N", "C", "C", "C", "C", "C", "C", "N", "H", "H", "H", "H", "H", "H", "H", "H", "H", "C", "C", "C", "C", "N", "C", "S", "N", "C", "C", "C", "C", "H", "H", "H", "H", "H", "H", "H", "H", "H", "H", "H", "H", "H", "H", "H", "H", "H", "H", "H", "H"],
  "coordinates": [[-1.263, -0.787, -1.250], [-7.861, -1.542, -1.598], [-6.697, -1.054, -1.267], [-5.534, -1.663, -1.764], [-5.619, -2.710, -2.556], [-4.332, -1.131, -1.400], [-3.188, -1.731, -1.900], [-4.190, -0.023, -0.562], [-2.659, 0.624, -0.118], [-5.378, 0.559, -0.086], [-5.312, 1.607, 0.708], [-6.618, 0.053, -0.432], [-7.717, 0.606, 0.024], [1.257, -4.019, 0.381], [1.257, -4.244, 1.754], [2.227, -5.055, 2.329], [2.185, -5.286, 3.688], [1.182, -4.715, 4.494], [0.225, -3.902, 3.941], [0.260, -3.653, 2.561], [-0.898, -2.608, 1.879], [-0.609, -2.609, 0.268], [0.356, -3.288, -0.294], [0.453, -3.251, -1.779], [1.029, -4.274, -2.501], [1.040, -4.196, -3.891], [0.470, -3.097, -4.498], [-0.105, -2.115, -3.703], [-0.127, -2.184, -2.368], [2.009, -4.442, -0.147], [2.998, -5.508, 1.717], [2.934, -5.923, 4.140], [1.166, -4.919, 5.556], [-0.548, -3.458, 4.558], [1.435, -5.150, -2.012], [1.480, -4.990, -4.480], [0.454, -2.993, -5.574], [-0.558, -1.239, -4.149], [2.614, 3.631, 2.502], [2.478, 2.288, 3.214], [1.808, 1.199, 2.377], [0.341, 1.466, 2.046], [0.131, 2.370, 0.899], [0.187, 2.051, -0.379], [0.632, 0.408, -0.911], [-0.024, 2.943, -1.323], [-0.242, 4.391, -1.107], [1.031, 5.169, -0.793], [2.031, 5.304, -1.940], [2.769, 4.022, -2.327], [3.276, 4.299, 3.050], [1.657, 4.153, 2.414], [3.034, 3.506, 1.500], [1.916, 2.417, 4.143], [3.468, 1.936, 3.509], [1.846, 0.251, 2.923], [2.365, 1.047, 1.446], [-0.154, 1.945, 2.891], [-0.197, 0.542, 1.840], [-0.066, 3.337, 1.116], [0.137, 2.629, -2.268], [-0.985, 4.505, -0.314], [-0.711, 4.760, -2.017], [1.526, 4.726, 0.078], [0.704, 6.166, -0.487], [2.768, 6.049, -1.639], [1.527, 5.725, -2.814], [3.176, 3.517, -1.444], [3.606, 4.248, -2.985], [2.142, 3.308, -2.867]]
}

---

[11]
{
  "formula": "C5H8O",
  "method": "the ωB97M-V functional and the def2-TZVPD basis",
  "charge": 0,
  "homo_lumo_gap_ev": 10.55,
  "smiles": "CC#CCOC",
  "relative_energy_kj_mol": 254.4,
  "homo_ha": -0.352,
  "symbols": ["C", "C", "C", "C", "O", "C", "H", "H", "H", "H", "H", "H", "H", "H"],
  "coordinates": [[2.202, 0.909, 0.334], [1.408, 0.013, -0.498], [0.624, -0.711, -1.056], [-0.655, -1.372, -1.356], [-1.587, -1.095, -0.332], [-1.794, 0.282, -0.105], [2.274, 0.482, 1.339], [3.209, 1.085, -0.049], [1.690, 1.874, 0.413], [-0.553, -2.460, -1.390], [-1.052, -1.037, -2.327], [-2.808, 0.390, 0.287], [-1.083, 0.698, 0.626], [-1.701, 0.870, -1.032]]
}

---

[12]
{
  "formula": "C3H4GdO3",
  "method": "the ωB97M-V functional and the def2-TZVPD basis",
  "charge": 0,
  "homo_lumo_gap_ev": [5.48, 6.59],
  "spin_multiplicity": 9,
  "relative_energy_kj_mol": 642.2,
  "homo_ha": [-0.202, -0.283],
  "symbols": ["C", "C", "H", "H", "H", "O", "C", "O", "O", "Gd", "H"],
  "coordinates": [[-1.828, -0.459, -0.629], [-1.000, -0.948, 0.429], [-2.381, 0.487, -0.481], [-1.487, -1.383, 1.316], [-2.431, -1.225, -1.145], [1.606, 0.534, -0.914], [1.431, 0.739, 0.303], [0.731, -0.006, 1.048], [1.954, 1.811, 0.904], [0.712, -1.694, -1.210], [2.693, 2.143, 0.380]]
}